Entry one
Density functional theory data (the ωB97M-V functional and the def2-TZVPD basis) for a cluster of 2 separate species, C9H14 in total.

The geometry in XYZ format:
```
23
Properties=species:S:1:pos:R:3
C -2.9913 -0.0788 -0.3053
C -1.6821 0.6684 -0.3331
C -0.9271 0.6883 -1.5009
C 0.3814 1.1498 -1.4596
C 0.8698 1.7630 -0.3144
C 0.0464 1.8871 0.7952
C -1.1912 1.2494 0.8303
H -3.6158 0.2421 0.5386
H -2.8039 -1.1371 -0.0759
H -3.5581 -0.0324 -1.2285
H -1.3915 0.4397 -2.4481
H 1.0225 0.8667 -2.2903
H 1.7831 2.3431 -0.3575
H 0.4132 2.3514 1.7035
H -1.7316 1.2154 1.7637
C 1.1419 -1.7211 0.6561
C 2.6721 -1.7438 0.5268
H 0.7137 -2.6136 0.2042
H 0.7932 -1.6465 1.6824
H 0.7638 -0.8617 0.1128
H 3.1768 -2.6965 0.3658
H 3.1336 -1.2726 1.4032
H 2.9810 -1.0601 -0.2688
```

As for the structure (SMILES): Cc1ccccc1.CC. Its HOMO energy is -9.1 eV. The HOMO-LUMO gap comes out at 0.372 Ha.


Entry two
Density functional theory data (the ωB97M-V functional and the def2-TZVPD basis) for a cluster of 2 separate species, C9H14 in total.

The geometry in XYZ format:
```
23
Properties=species:S:1:pos:R:3
C -1.3928 -0.1217 -2.0913
C -0.7760 -0.5432 -0.8368
C 0.5912 -0.9393 -0.8639
C 1.0509 -1.5337 0.3679
C 0.3428 -1.6380 1.5640
C -0.9913 -1.0890 1.6035
C -1.4746 -0.7959 0.3566
H -1.0482 -0.7468 -2.9311
H -1.0913 0.9853 -2.2924
H -2.5300 0.1130 -2.2111
H 1.1849 -0.9207 -1.7334
H 2.0701 -1.8562 0.5103
H 0.8750 -2.0861 2.3855
H -1.7464 -1.1635 2.4510
H -2.5925 -0.6242 0.2681
C 1.5059 2.7176 -0.5353
C 0.7922 2.4422 0.8776
H 1.2019 3.6951 -0.8713
H 2.6006 2.5221 -0.3738
H 1.3517 1.8641 -1.2011
H 1.1536 3.0451 1.6523
H 0.9443 1.4013 0.9405
H -0.2637 2.7782 0.7531
```

As for the structure (SMILES): Cc1ccccc1.CC. Its HOMO energy is -8.9 eV. The HOMO-LUMO gap comes out at 0.365 Ha.


Entry three
Density functional theory data (the ωB97M-V functional and the def2-TZVPD basis) for a cluster of 2 separate species, C9H14 in total.

The geometry in XYZ format:
```
23
Properties=species:S:1:pos:R:3
C 1.8796 0.1191 2.1419
C 0.8013 -0.4454 1.2253
C 0.7078 -0.0746 -0.0947
C -0.1436 -0.8242 -0.9593
C -0.7701 -1.9572 -0.5618
C -0.7553 -2.2990 0.8133
C 0.0598 -1.5684 1.6582
H 2.8204 -0.0898 1.6355
H 1.8046 -0.3880 3.1011
H 1.8289 1.2052 2.2398
H 1.1022 0.8276 -0.5354
H -0.1298 -0.4977 -1.9853
H -1.4087 -2.6129 -1.1402
H -1.4963 -2.9364 1.2573
H 0.0827 -1.8640 2.7050
C -0.7645 2.7846 -2.5469
C -0.9003 2.6040 -1.0313
H -0.1230 2.0694 -3.0408
H -1.7540 2.6221 -2.9819
H -0.3672 3.7625 -2.8267
H -1.3911 3.4862 -0.6007
H 0.0828 2.6453 -0.5627
H -1.5147 1.7522 -0.7708
```

As for the structure (SMILES): Cc1ccccc1.CC. Its HOMO energy is -9.0 eV. The HOMO-LUMO gap comes out at 0.370 Ha.


Entry four
Density functional theory data (the ωB97M-V functional and the def2-TZVPD basis) for a cluster of 2 separate species, C9H14 in total.

The geometry in XYZ format:
```
23
Properties=species:S:1:pos:R:3
C 1.8565 -1.6448 -0.6755
C 1.1336 -0.6698 0.3355
C 1.3744 0.6956 0.3808
C 0.4582 1.5340 1.0744
C -0.6612 1.0078 1.7445
C -0.8093 -0.4318 1.7615
C 0.1258 -1.2060 1.0299
H 1.5566 -1.4638 -1.6921
H 1.3386 -2.5813 -0.4889
H 2.9537 -1.7600 -0.4536
H 2.2595 1.0256 -0.2170
H 0.4726 2.5927 0.9515
H -1.4099 1.6716 2.1814
H -1.7785 -0.8013 2.0559
H -0.0247 -2.4342 0.8075
C -1.2426 0.3948 -2.8363
C -1.6857 0.4507 -1.3612
H -0.8943 1.4751 -2.7429
H -0.2970 -0.1710 -2.9083
H -2.0732 0.1570 -3.4738
H -1.1012 1.0245 -0.5426
H -1.7059 -0.5706 -0.9224
H -2.5944 1.0532 -1.2768
```

As for the structure (SMILES): Cc1ccccc1.CC. Its HOMO energy is -9.2 eV. The HOMO-LUMO gap comes out at 0.375 Ha.


Stability, lowest: entry four


Entry one
Density functional theory data (the ωB97M-V functional and the def2-TZVPD basis) for a cluster of 2 separate species, C9H14 in total.

The geometry in XYZ format:
```
23
Properties=species:S:1:pos:R:3
C 0.2336 -1.2619 -2.7247
C -0.4409 -0.8979 -1.4536
C -0.6145 -1.8543 -0.4943
C -0.7522 -1.4050 0.8183
C -0.9467 -0.0156 1.1572
C -0.9060 0.8828 0.0378
C -0.4019 0.4834 -1.1998
H 0.3188 -2.2985 -2.9489
H 1.2052 -0.7588 -2.6847
H -0.3544 -0.8882 -3.6444
H -0.4748 -2.8978 -0.8318
H -0.9424 -2.2076 1.6473
H -0.8738 0.2101 2.2491
H -1.2115 1.9387 0.1565
H -0.2211 1.1208 -2.0308
C 1.6488 0.9880 1.8731
C 1.1960 2.3827 1.5934
H 1.5818 0.3093 0.9842
H 2.7021 0.9510 2.3406
H 1.0715 0.5073 2.6646
H 1.6311 2.8090 0.7020
H 1.3339 2.9996 2.4587
H 0.1362 2.3908 1.2934
```

As for the structure (SMILES): Cc1ccccc1.CC. Its HOMO energy is -8.8 eV. The HOMO-LUMO gap comes out at 0.358 Ha.


Entry two
Density functional theory data (the ωB97M-V functional and the def2-TZVPD basis) for a cluster of 2 separate species, C9H14 in total.

The geometry in XYZ format:
```
23
Properties=species:S:1:pos:R:3
C 1.8146 -1.5830 -0.3681
C 0.6434 -1.4807 0.5785
C 0.9071 -1.1641 1.9270
C -0.1437 -0.7289 2.7166
C -1.4565 -0.6643 2.2605
C -1.6991 -0.9965 0.9388
C -0.6723 -1.4740 0.1370
H 1.6507 -2.4136 -1.0523
H 2.7257 -1.7016 0.1479
H 1.9676 -0.6476 -0.9124
H 1.9293 -1.1527 2.2790
H 0.1255 -0.3739 3.7063
H -2.1585 -0.2149 2.9490
H -2.7107 -0.9627 0.5495
H -0.7543 -1.7523 -0.9073
C -0.8016 1.6940 -1.5423
C 0.2163 2.6502 -2.1708
H -0.4275 1.3360 -0.5938
H -1.7454 2.2271 -1.4445
H -1.0150 0.8442 -2.1942
H -0.1981 3.2537 -2.9749
H 0.7461 3.1788 -1.3829
H 1.0564 2.1266 -2.6467
```

As for the structure (SMILES): Cc1ccccc1.CC. Its HOMO energy is -9.0 eV. The HOMO-LUMO gap comes out at 0.368 Ha.


Entry three
Density functional theory data (the ωB97M-V functional and the def2-TZVPD basis) for a cluster of 2 separate species, C9H14 in total.

The geometry in XYZ format:
```
23
Properties=species:S:1:pos:R:3
C 0.7808 -2.2022 0.9488
C 0.7243 -0.6848 1.0945
C 1.3939 0.1223 0.1735
C 1.3080 1.4781 0.1581
C 0.6159 2.1692 1.1435
C -0.0834 1.4214 2.0488
C 0.0097 -0.0148 2.0501
H 0.0718 -2.5444 1.4769
H 1.7202 -2.7001 1.5590
H 0.8817 -2.4849 -0.1403
H 1.9377 -0.3233 -0.6615
H 1.6972 2.1772 -0.6702
H 0.4938 3.2603 1.2768
H -0.7571 1.8168 2.7376
H -0.2997 -0.5755 3.0446
C -1.2281 0.2776 -2.6945
C -1.2757 -0.5143 -1.3877
H -1.7264 1.1919 -2.6489
H -0.2187 0.3238 -3.0383
H -1.7881 -0.1501 -3.5267
H -0.5280 -1.2545 -1.2999
H -2.3775 -0.8995 -1.2561
H -1.3524 0.1097 -0.3881
```

As for the structure (SMILES): Cc1ccccc1.CC. Its HOMO energy is -9.1 eV. The HOMO-LUMO gap comes out at 0.371 Ha.


Entry four
Density functional theory data (the ωB97M-V functional and the def2-TZVPD basis) for a cluster of 2 separate species, C9H14 in total.

The geometry in XYZ format:
```
23
Properties=species:S:1:pos:R:3
C -0.6022 0.5942 -1.7562
C -1.1179 0.6464 -0.3841
C -1.8148 -0.4424 0.0561
C -2.3959 -0.4828 1.3297
C -2.1734 0.5156 2.1892
C -1.5143 1.7293 1.6978
C -1.0460 1.8363 0.3855
H 0.2713 1.1266 -1.8797
H -1.2992 1.2904 -2.3525
H -0.3551 -0.3966 -2.2420
H -1.9167 -1.2737 -0.5778
H -3.1047 -1.2059 1.5112
H -2.3639 0.5665 3.2465
H -1.5440 2.5014 2.4226
H -0.4193 2.6470 0.0460
C 2.2475 -1.4141 0.1267
C 3.0644 -1.0965 -1.1588
H 1.2416 -1.9253 0.1330
H 2.9698 -1.9094 0.8901
H 1.8401 -0.4454 0.8093
H 3.1349 -1.8255 -1.8206
H 4.1790 -0.8469 -0.9901
H 2.7189 -0.1891 -1.6820
```

As for the structure (SMILES): Cc1ccccc1.CC. Its HOMO energy is -8.8 eV. The HOMO-LUMO gap comes out at 0.362 Ha.


Stability, lowest: entry three